1.
{"formula": "C35H56BN5O10", "method": "wB97M-V/def2-TZVPD", "total_charge": 0, "relative_energy_kj_mol": 72.88, "homo_energy_ev": -7.253, "lumo_energy_ev": -0.3, "energy_ha": -2418.30578, "symbols": ["C", "C", "C", "C", "N", "C", "C", "C", "C", "C", "C", "C", "H", "H", "H", "H", "H", "H", "H", "H", "H", "H", "H", "H", "H", "H", "H", "H", "H", "H", "H", "H", "H", "H", "H", "H", "O", "C", "O", "B", "O", "C", "O", "O", "C", "O", "C", "O", "O", "N", "C", "C", "C", "C", "H", "H", "H", "H", "H", "N", "C", "C", "C", "C", "H", "H", "H", "H", "H", "N", "C", "C", "C", "C", "H", "H", "H", "H", "H", "N", "C", "C", "C", "C", "H", "H", "H", "H", "H", "C", "C", "O", "H", "H", "H", "H", "H", "H", "C", "C", "O", "H", "H", "H", "H", "H", "H"], "xyz": [[-7.257, 6.026, 10.716], [-5.770, 6.151, 10.598], [-4.996, 4.956, 10.922], [-3.455, 5.243, 11.108], [-2.662, 3.903, 11.310], [-2.562, 3.176, 9.944], [-1.221, 2.523, 9.913], [-0.300, 3.603, 10.525], [-1.140, 4.158, 11.648], [-3.246, 2.844, 12.298], [-3.371, 3.428, 13.663], [-3.827, 2.351, 14.701], [-7.529, 6.855, 11.368], [-7.598, 5.111, 11.200], [-7.880, 6.227, 9.845], [-5.360, 6.987, 11.164], [-5.642, 6.303, 9.527], [-5.234, 4.073, 10.329], [-5.258, 4.665, 11.939], [-3.209, 5.862, 11.971], [-3.037, 5.737, 10.231], [-3.388, 2.534, 9.639], [-2.662, 3.908, 9.142], [-1.252, 1.559, 10.421], [-0.854, 2.357, 8.900], [0.656, 3.152, 10.791], [-0.197, 4.476, 9.880], [-0.949, 3.599, 12.564], [-0.919, 5.189, 11.923], [-2.516, 2.036, 12.247], [-4.078, 2.288, 11.865], [-4.253, 4.047, 13.500], [-2.539, 3.989, 14.089], [-4.645, 1.755, 14.298], [-4.323, 2.832, 15.544], [-2.988, 1.712, 14.978], [-6.900, 9.329, 8.493], [-5.734, 9.424, 8.721], [-4.833, 8.479, 8.527], [-3.495, 9.032, 8.823], [-3.808, 10.320, 9.515], [-5.000, 10.600, 9.494], [-5.472, 11.678, 9.901], [-2.632, 8.077, 9.484], [-1.617, 7.697, 8.698], [-0.746, 6.835, 8.991], [-1.647, 8.511, 7.408], [-2.707, 9.285, 7.612], [-0.905, 8.424, 6.428], [3.980, 8.085, 9.292], [4.043, 6.843, 9.856], [2.880, 6.661, 10.602], [2.097, 7.856, 10.515], [2.853, 8.780, 9.727], [4.766, 8.363, 8.722], [4.873, 6.177, 9.669], [2.719, 5.784, 11.211], [1.147, 7.811, 11.027], [2.592, 9.809, 9.527], [-3.505, 3.098, 6.079], [-2.422, 3.896, 6.240], [-2.851, 5.145, 6.705], [-4.206, 5.063, 6.943], [-4.593, 3.772, 6.585], [-3.391, 2.108, 5.915], [-1.405, 3.634, 5.990], [-2.197, 6.003, 6.728], [-4.868, 5.833, 7.310], [-5.573, 3.324, 6.660], [-0.240, 11.618, 3.167], [-0.766, 10.841, 4.215], [-2.138, 10.672, 3.874], [-2.414, 11.325, 2.620], [-1.271, 11.933, 2.264], [0.729, 11.904, 3.171], [-0.089, 10.584, 5.016], [-2.891, 10.080, 4.371], [-3.324, 11.299, 2.038], [-1.044, 12.682, 1.519], [-8.072, 12.116, 11.647], [-8.371, 13.183, 10.883], [-9.769, 13.450, 11.037], [-10.254, 12.348, 11.823], [-9.191, 11.523, 12.150], [-7.135, 11.820, 11.883], [-7.616, 13.828, 10.459], [-10.222, 14.328, 10.599], [-11.244, 12.259, 12.247], [-9.048, 10.702, 12.836], [1.678, 5.178, 4.823], [1.224, 5.966, 6.157], [1.775, 5.313, 7.281], [1.065, 4.318, 4.552], [2.670, 4.755, 4.981], [1.602, 5.890, 4.001], [0.138, 6.000, 6.253], [1.637, 6.974, 6.192], [1.539, 5.848, 8.043], [-7.705, 6.582, 5.504], [-8.567, 7.809, 5.673], [-8.804, 7.931, 7.060], [-6.756, 6.817, 5.986], [-7.519, 6.316, 4.463], [-8.141, 5.720, 6.009], [-9.422, 7.627, 5.022], [-8.061, 8.695, 5.290], [-7.957, 8.017, 7.504]]}

2.
{"formula": "C45H51BFO22", "method": "wB97M-V/def2-TZVPD", "total_charge": -1, "homo_energy_ev": -5.131, "lumo_energy_ev": -0.3, "energy_ha": -3525.32228, "symbols": ["C", "C", "C", "C", "B", "C", "C", "O", "O", "C", "C", "C", "C", "C", "C", "C", "F", "C", "C", "H", "H", "H", "H", "H", "H", "H", "H", "H", "H", "H", "H", "H", "H", "H", "H", "H", "H", "H", "H", "H", "H", "H", "H", "H", "H", "H", "H", "H", "H", "H", "C", "C", "C", "O", "C", "C", "C", "O", "O", "O", "H", "H", "H", "H", "C", "C", "C", "O", "C", "C", "C", "O", "O", "O", "H", "H", "H", "H", "C", "C", "C", "O", "C", "C", "C", "O", "O", "O", "H", "H", "H", "H", "C", "C", "C", "O", "C", "C", "C", "O", "O", "O", "H", "H", "H", "H", "C", "C", "C", "O", "C", "C", "C", "O", "O", "O", "H", "H", "H", "H"], "xyz": [[1.459, -2.494, 0.364], [2.273, -1.286, -0.325], [1.351, -0.134, -0.901], [1.897, 0.165, -2.379], [1.136, 1.194, 0.046], [1.323, 0.626, 1.624], [0.806, 1.687, 2.677], [-0.032, 1.443, 3.553], [-0.234, 1.745, 0.106], [-0.894, 2.001, -1.100], [-2.467, 1.630, -1.105], [-3.366, 2.927, -1.373], [-2.943, 0.817, 0.156], [-2.216, -0.598, 0.329], [-2.972, 1.658, 1.514], [2.346, 2.314, -0.068], [3.618, 1.572, -0.155], [2.325, 3.301, -1.282], [2.901, 4.771, -0.940], [2.077, -2.855, 1.229], [1.340, -3.336, -0.385], [0.428, -2.160, 0.677], [3.142, -0.941, 0.296], [2.754, -1.789, -1.229], [0.321, -0.593, -1.049], [1.533, 1.128, -2.822], [1.513, -0.667, -3.053], [3.026, 0.068, -2.401], [2.399, 0.438, 1.871], [0.654, -0.270, 1.817], [1.254, 2.732, 2.675], [-0.478, 1.559, -2.045], [-0.888, 3.132, -1.268], [-2.663, 0.966, -2.009], [-3.431, 3.602, -0.481], [-4.382, 2.518, -1.670], [-2.968, 3.499, -2.266], [-4.031, 0.546, -0.039], [-2.962, -1.331, 0.770], [-1.921, -0.949, -0.694], [-1.372, -0.537, 1.063], [-2.236, 1.217, 2.242], [-3.990, 1.519, 1.993], [-2.853, 2.759, 1.356], [2.465, 2.943, 0.871], [1.349, 3.470, -1.797], [3.037, 2.897, -2.067], [2.843, 5.017, 0.152], [2.306, 5.509, -1.563], [3.960, 4.858, -1.325], [-2.298, -2.510, -5.783], [-1.827, -1.978, -4.651], [-1.162, -2.818, -3.613], [-0.733, -2.291, -2.608], [-1.061, -4.259, -3.856], [-1.534, -4.791, -4.985], [-2.176, -3.945, -6.036], [-2.580, -4.466, -7.063], [-1.451, -6.118, -5.227], [-1.931, -0.657, -4.397], [-2.779, -1.911, -6.544], [-0.592, -4.859, -3.088], [-1.857, -6.247, -6.103], [-1.515, -0.525, -3.521], [0.730, 5.076, 8.732], [0.818, 3.781, 9.038], [0.819, 2.727, 7.982], [0.921, 1.558, 8.307], [0.693, 3.152, 6.587], [0.601, 4.449, 6.280], [0.627, 5.503, 7.334], [0.560, 6.676, 7.013], [0.482, 4.864, 4.999], [0.911, 3.363, 10.322], [0.730, 5.849, 9.488], [0.677, 2.377, 5.829], [0.436, 5.835, 5.046], [0.963, 2.390, 10.272], [5.312, -1.718, 3.891], [6.443, -2.407, 4.053], [7.576, -2.285, 3.090], [8.600, -2.919, 3.287], [7.406, -1.402, 1.936], [6.272, -0.713, 1.770], [5.151, -0.816, 2.748], [4.150, -0.159, 2.567], [6.094, 0.105, 0.711], [6.615, -3.250, 5.099], [4.484, -1.797, 4.582], [8.228, -1.336, 1.237], [5.195, 0.489, 0.813], [7.510, -3.620, 4.987], [2.039, -2.967, -8.976], [0.980, -3.722, -8.674], [1.097, -4.904, -7.772], [0.103, -5.553, -7.509], [2.421, -5.237, -7.242], [3.480, -4.484, -7.547], [3.359, -3.286, -8.427], [4.346, -2.617, -8.666], [4.711, -4.774, -7.071], [-0.248, -3.447, -9.170], [1.967, -2.106, -9.626], [2.495, -6.106, -6.604], [5.297, -4.084, -7.432], [-0.840, -4.132, -8.802], [-9.046, -0.372, 2.780], [-8.071, -0.034, 1.932], [-7.172, 1.125, 2.199], [-6.286, 1.387, 1.411], [-7.405, 1.910, 3.414], [-8.381, 1.574, 4.260], [-9.263, 0.399, 4.006], [-10.131, 0.116, 4.813], [-8.616, 2.286, 5.387], [-7.854, -0.729, 0.794], [-9.703, -1.211, 2.599], [-6.758, 2.759, 3.588], [-9.366, 1.841, 5.821], [-7.098, -0.288, 0.362]]}

3.
{"formula": "C2H6N2O2", "method": "wB97M-V/def2-TZVPD", "total_charge": 0, "relative_energy_kj_mol": 569.34, "homo_energy_ev": -9.043, "lumo_energy_ev": 0.0, "energy_ha": -339.61580, "symbols": ["C", "C", "N", "O", "N", "O", "H", "H", "H", "H", "H", "H"], "xyz": [[0.222, -1.166, 0.000], [0.259, 1.164, -0.703], [-0.282, -0.172, -0.817], [1.222, -0.990, 0.946], [-1.767, -0.274, 0.213], [-1.786, 0.460, 1.138], [1.434, -0.049, 1.038], [0.336, -2.152, -0.457], [-0.863, -1.428, 0.648], [-0.105, 1.779, -1.527], [1.355, 1.162, -0.718], [-0.024, 1.665, 0.240]]}

4.
{"formula": "C5H15N3", "method": "wB97M-V/def2-TZVPD", "total_charge": 0, "relative_energy_kj_mol": 277.45, "homo_energy_ev": -8.470, "smiles": "C=C(C)CN.NCN", "lumo_energy_ev": 0.9, "energy_ha": -363.68142, "symbols": ["C", "N", "N", "H", "H", "H", "H", "H", "H", "C", "C", "C", "N", "C", "H", "H", "H", "H", "H", "H", "H", "H", "H"], "xyz": [[-1.824, 0.368, -0.768], [-2.629, 0.940, 0.294], [-1.051, 1.255, -1.623], [-1.628, 1.957, -2.079], [-3.307, 1.617, -0.050], [-2.051, 1.397, 0.990], [-0.334, 1.735, -1.091], [-2.520, -0.151, -1.432], [-0.201, 0.495, 0.772], [2.194, -1.369, -0.376], [-0.160, -1.892, 0.294], [0.978, -1.154, 0.468], [1.903, 1.095, 0.949], [0.838, 0.138, 1.167], [1.782, 1.916, 1.530], [1.928, 1.396, -0.021], [0.731, -0.025, 2.246], [3.091, -1.109, 0.185], [2.256, -2.403, -0.709], [-0.872, -1.955, 1.110], [2.166, -0.732, -1.264], [-1.188, -0.682, -0.362], [-0.101, -2.836, -0.231]]}

5.
{"formula": "C12H27BN3O7", "method": "wB97M-V/def2-TZVPD", "total_charge": -1, "homo_energy_ev": -0.861, "lumo_energy_ev": 0.7, "energy_ha": -1189.16275, "symbols": ["C", "C", "O", "C", "C", "O", "C", "N", "C", "C", "B", "N", "O", "N", "C", "C", "C", "C", "O", "H", "H", "H", "H", "H", "H", "H", "H", "H", "H", "H", "H", "H", "H", "H", "H", "H", "H", "H", "H", "H", "H", "H", "H", "H", "H", "H", "C", "O", "O", "O"], "xyz": [[-0.989, 3.919, 0.114], [-1.013, 3.494, -1.356], [-0.936, 2.106, -1.566], [-2.037, 1.428, -0.940], [-2.016, -0.025, -1.377], [-0.658, -0.533, -1.428], [-0.241, -1.211, -0.301], [-0.792, -0.752, 0.952], [-0.354, -1.674, 1.985], [1.149, -1.528, 2.175], [1.730, -2.525, 3.313], [1.082, -3.779, 3.729], [2.890, -2.161, 3.902], [1.872, -1.798, 0.886], [1.297, -1.091, -0.326], [1.784, 0.352, -0.430], [2.481, 0.724, -1.738], [1.759, 0.310, -3.003], [3.836, 0.269, -1.727], [-1.991, 3.866, 0.528], [-0.572, 4.919, 0.198], [-0.362, 3.250, 0.702], [-0.132, 3.923, -1.840], [-1.872, 3.944, -1.859], [-3.002, 1.858, -1.212], [-1.932, 1.454, 0.143], [-2.703, -0.634, -0.795], [-2.379, -0.054, -2.400], [-0.495, -2.280, -0.374], [-0.489, 0.188, 1.181], [-0.599, -2.695, 1.702], [-0.876, -1.478, 2.918], [1.371, -0.527, 2.532], [0.135, -3.620, 4.061], [1.038, -4.444, 2.963], [3.132, -2.877, 4.520], [1.916, -2.803, 0.681], [2.842, -1.503, 1.023], [1.620, -1.673, -1.189], [0.971, 1.037, -0.204], [2.530, 0.493, 0.359], [2.541, 1.809, -1.747], [1.391, -0.711, -2.998], [2.464, 0.409, -3.827], [0.926, 0.966, -3.227], [3.835, -0.674, -1.947], [-5.051, 0.547, -0.687], [-4.794, -0.698, -0.754], [-5.546, 1.218, -1.674], [-4.759, 1.262, 0.359]]}

6.
{"formula": "C18H39BClNO13P3Si", "method": "wB97M-V/def2-TZVPD", "total_charge": 1, "homo_energy_ev": -12.827, "lumo_energy_ev": -5.4, "energy_ha": -3540.44486, "symbols": ["C", "Si", "C", "C", "N", "C", "C", "P", "O", "C", "C", "O", "O", "B", "O", "O", "C", "C", "C", "C", "C", "Cl", "H", "H", "H", "H", "H", "H", "H", "H", "H", "H", "H", "H", "H", "H", "H", "H", "H", "H", "H", "H", "H", "C", "O", "P", "O", "O", "C", "O", "C", "H", "H", "H", "H", "H", "H", "H", "H", "H", "C", "O", "P", "O", "O", "C", "O", "C", "H", "H", "H", "H", "H", "H", "H", "H", "H"], "xyz": [[-1.086, 3.010, -0.835], [-1.118, 1.479, 0.383], [0.681, 1.071, 0.927], [-2.024, 2.132, 1.998], [-1.999, 0.152, -0.446], [-3.486, -0.016, -0.074], [-4.474, -1.156, -0.776], [-6.320, -1.241, -0.289], [-6.540, -1.119, 1.291], [-3.815, -2.178, -1.887], [-4.661, -3.360, -2.657], [-4.827, -4.531, -2.028], [-5.247, -3.219, -4.011], [-5.067, -1.856, -4.547], [-6.132, -0.849, -4.302], [-3.901, -1.416, -5.364], [-2.229, -1.964, -2.247], [-1.348, -0.750, -1.506], [0.217, -0.631, -1.972], [1.166, -1.645, -1.054], [2.723, -1.149, -0.923], [3.840, -2.613, -0.593], [-2.183, 3.356, -1.146], [-0.521, 3.937, -0.348], [-0.558, 2.705, -1.853], [1.353, 1.136, -0.057], [0.823, 0.045, 1.472], [1.055, 1.980, 1.601], [-2.662, 3.094, 1.806], [-2.705, 1.243, 2.402], [-1.188, 2.288, 2.835], [-4.033, 0.685, 0.721], [-6.930, -2.459, -0.822], [-6.958, -0.073, -0.914], [-5.779, 0.057, -4.563], [-3.384, -0.751, -4.815], [-1.748, -2.701, -3.052], [0.271, -1.091, -3.073], [0.638, 0.454, -2.061], [0.688, -1.593, 0.040], [1.039, -2.777, -1.384], [3.017, -0.594, -1.923], [2.885, -0.414, -0.021], [6.416, 2.462, -0.398], [5.699, 3.596, -0.839], [4.311, 3.342, -1.614], [3.283, 2.589, -0.832], [4.761, 2.632, -2.989], [5.798, 3.209, -3.754], [3.868, 4.821, -2.075], [2.701, 4.927, -2.862], [6.642, 2.575, 0.665], [5.853, 1.536, -0.549], [7.354, 2.402, -0.956], [6.651, 2.525, -3.761], [6.119, 4.176, -3.358], [5.445, 3.346, -4.779], [1.974, 4.149, -2.612], [2.970, 4.850, -3.919], [2.244, 5.904, -2.684], [1.547, -1.198, 6.399], [1.482, -2.195, 5.401], [0.239, -2.142, 4.378], [0.130, -0.879, 3.586], [-1.038, -2.465, 5.307], [-0.996, -3.582, 6.170], [0.424, -3.482, 3.502], [-0.575, -3.767, 2.546], [2.532, -0.726, 6.367], [0.778, -0.432, 6.265], [1.411, -1.671, 7.375], [-1.023, -3.227, 7.203], [-0.098, -4.188, 6.023], [-1.876, -4.203, 5.985], [-1.013, -2.853, 2.135], [-1.359, -4.370, 3.013], [-0.128, -4.341, 1.730]]}

7.
{"formula": "C4H26N2O8", "method": "wB97M-V/def2-TZVPD", "total_charge": 1, "relative_energy_kj_mol": 49.41, "homo_energy_ev": [-13.939, -13.710], "spin_multiplicity": 2, "lumo_energy_ev": [-2.9, -7.8], "energy_ha": -879.09692, "symbols": ["N", "C", "C", "N", "C", "C", "O", "H", "H", "H", "H", "H", "H", "H", "H", "H", "H", "H", "H", "H", "H", "O", "H", "H", "O", "H", "H", "O", "H", "H", "O", "H", "H", "O", "H", "H", "O", "H", "H", "O"], "xyz": [[-2.567, -2.096, 0.942], [-2.848, -0.753, 0.633], [-1.856, 0.231, 1.385], [-0.484, -0.080, 1.190], [0.012, 0.084, -0.165], [1.492, -0.315, -0.298], [2.004, 0.494, -1.357], [-1.783, -2.537, 0.463], [-2.735, -2.443, 1.879], [-3.921, -0.576, 0.726], [-2.601, -0.686, -0.406], [-2.076, 1.227, 0.995], [-2.108, 0.278, 2.442], [-0.239, -1.004, 1.534], [-0.605, -0.361, -0.955], [-0.124, 1.115, -0.502], [2.118, -0.178, 0.561], [1.501, -1.379, -0.557], [2.930, 0.702, -1.203], [1.045, 0.673, 2.299], [2.078, 1.757, 2.268], [1.567, 1.223, 2.896], [0.062, -4.564, 0.773], [0.598, -3.604, 1.726], [-0.044, -3.624, 0.982], [1.327, 2.868, -0.165], [2.846, 2.985, -0.341], [2.157, 2.885, 0.321], [-0.253, 0.264, -3.684], [0.325, -0.939, -2.964], [-0.358, -0.691, -3.598], [-1.698, 1.594, -2.066], [-1.856, 2.767, -3.024], [-2.355, 2.131, -2.507], [1.517, -1.407, 2.862], [1.517, -2.615, 3.822], [1.666, -2.358, 2.906], [1.036, 1.820, -2.763], [0.613, 2.985, -3.697], [0.455, 2.586, -2.835]]}